Computed, not measured: a 3-piece molecular cluster, C28H41B3F10N2O5 overall in a non-equilibrium geometry, with ωB97M-V/def2-TZVPD.

Each line ends with the Löwdin spin population.
Element x y z (Å)
F 10.759 -0.484 0.388  0.000
B 9.604 -0.183 1.322  0.000
O 8.454 -1.104 1.236  0.000
B 7.344 -0.679 2.111  0.000
C 5.828 -1.316 1.780  0.000
F 5.709 -2.622 2.469  0.000
F 5.701 -1.458 0.283  0.000
C 4.762 -0.165 2.359  0.000
C 4.251 -0.132 3.917  0.000
C 3.232 1.091 4.379  0.000
C 2.736 2.241 3.319  0.000
C 3.287 2.155 1.749  0.000
C 2.874 3.304 0.607  0.000
F 3.982 4.323 0.670  0.000
F 2.913 2.728 -0.765  0.000
F 1.597 3.982 0.930  0.000
C 4.300 0.967 1.220  0.000
O 7.480 0.303 3.226  0.000
B 8.478 1.359 2.864  0.000
C 8.125 2.929 3.215  0.000
F 6.688 3.145 2.806  0.000
F 8.228 3.232 4.668  0.000
C 9.021 4.036 2.392  0.000
F 8.483 5.386 2.807  0.000
F 10.467 4.033 2.727  0.000
O 9.758 0.955 2.250  0.000
H 4.627 -0.934 4.701  0.000
H 2.859 1.182 5.507  0.000
H 2.024 3.135 3.626  0.000
H 4.686 0.951 0.100  0.000
H 8.901 3.990 1.224  0.000
C -1.148 3.618 -0.151  0.002
C -1.579 2.156 -0.464  0.021
C -2.472 2.089 -1.737  0.013
C -3.912 2.547 -1.531  0.001
C -4.540 1.848 -0.331  0.012
C -3.691 2.007 0.957  0.023
N -2.260 1.598 0.753  0.313
O -2.220 0.194 0.661  0.604
C -3.783 3.484 1.431  0.000
C -4.373 1.216 2.118  -0.001
C -0.236 1.440 -0.829  -0.001
H -1.127 3.816 0.928  0.001
H -0.129 3.837 -0.496  0.000
H -1.800 4.358 -0.627  0.000
H -2.506 1.054 -2.107  0.002
H -2.024 2.682 -2.546  0.001
H -3.951 3.633 -1.409  0.000
H -4.498 2.322 -2.429  0.001
H -5.551 2.248 -0.172  0.001
H -4.673 0.784 -0.568  0.002
H -3.163 3.653 2.323  0.001
H -4.814 3.746 1.700  0.000
H -3.490 4.210 0.675  0.000
H -4.490 0.151 1.893  -0.001
H -5.384 1.600 2.310  0.000
H -3.803 1.311 3.047  0.000
H 0.452 1.424 0.025  0.000
H 0.270 1.960 -1.652  0.000
H -0.385 0.409 -1.171  -0.001
C -2.805 -5.820 -2.645  0.002
C -4.050 -4.967 -3.025  0.021
C -3.744 -4.022 -4.224  0.012
C -2.916 -2.790 -3.870  0.001
C -3.514 -2.055 -2.676  0.013
C -3.720 -2.986 -1.453  0.022
N -4.498 -4.223 -1.799  0.305
O -5.842 -3.850 -1.993  0.618
C -2.327 -3.353 -0.870  0.000
C -4.387 -2.170 -0.300  0.003
C -5.081 -6.021 -3.546  -0.001
H -2.720 -5.958 -1.560  0.001
H -2.854 -6.837 -3.055  0.000
H -1.870 -5.384 -3.014  0.000
H -4.689 -3.668 -4.661  0.002
H -3.232 -4.576 -5.022  0.001
H -1.880 -3.075 -3.670  0.000
H -2.884 -2.114 -4.733  0.001
H -2.860 -1.215 -2.409  0.001
H -4.470 -1.607 -2.977  0.003
H -2.423 -4.044 -0.021  0.001
H -1.809 -2.459 -0.501  -0.001
H -1.649 -3.800 -1.594  0.000
H -5.349 -1.737 -0.589  -0.001
H -3.750 -1.327 0.000  0.002
H -4.542 -2.795 0.585  0.000
H -5.369 -6.722 -2.753  0.000
H -4.653 -6.609 -4.368  0.000
H -5.992 -5.561 -3.946  -0.001

Cartesian forces, eV/Å:
F -4.1 1.2 3.4
B 2.2 -1.3 -1.3
O 0.5 4.1 2.4
B 1.1 -0.2 0.2
C -0.4 0.7 0.4
F -0.1 3.2 -2.0
F 0.0 0.1 4.2
C -2.4 1.8 0.0
C -1.2 3.1 -2.9
C 1.1 0.3 -3.5
C 2.7 -3.1 -1.5
C 0.9 -2.4 1.3
C 1.5 0.1 0.9
F -3.8 -2.7 -0.6
F -0.6 2.3 4.4
F 4.4 -2.1 -1.5
C -1.7 0.5 4.5
O 2.2 0.6 -4.3
B 0.3 -2.9 0.7
C -1.0 1.9 1.1
F 4.1 -0.5 1.1
F -0.3 -0.9 -4.1
C 0.2 2.6 0.7
F 1.7 -3.8 -1.1
F -4.4 -0.3 -0.7
O -3.8 -1.4 -1.4
H -0.9 1.9 -1.9
H 1.0 -0.3 -2.8
H 1.7 -2.2 -0.7
H -1.0 -0.1 2.8
H 0.3 -0.1 2.5
C -0.1 0.4 0.0
C 1.4 1.1 -0.7
C -0.3 -0.2 0.1
C 0.0 0.0 0.0
C 0.2 -0.1 -0.1
C -1.4 0.9 1.2
N -0.8 -4.7 -1.9
O 0.1 3.8 0.7
C 0.2 0.2 0.0
C 0.4 -0.4 -0.4
C -0.5 -0.6 0.5
H -0.1 -0.1 -0.2
H -0.5 -0.3 -0.1
H 0.0 -0.1 0.2
H 0.2 0.1 0.2
H 0.2 -0.1 0.3
H 0.0 0.0 0.1
H 0.1 0.1 0.1
H 0.3 0.0 0.3
H 0.2 0.1 0.2
H -0.1 -0.1 -0.2
H 0.2 -0.3 -0.1
H 0.1 -0.1 0.0
H 0.2 0.2 0.0
H 0.3 0.2 -0.2
H 0.0 0.0 -0.2
H -0.2 0.0 -0.1
H -0.3 0.2 0.3
H -0.1 0.1 0.3
C 0.4 -0.1 0.1
C 0.7 -1.6 -0.7
C -0.1 0.3 0.1
C 0.0 0.0 0.0
C -0.2 -0.2 -0.1
C 1.1 1.0 1.4
N -4.1 2.2 -2.2
O 3.5 -1.2 0.9
C 0.1 -0.2 0.0
C -0.4 -0.2 -0.5
C -0.5 0.6 0.4
H 0.0 0.2 -0.2
H -0.2 0.3 -0.1
H -0.1 0.0 0.2
H 0.0 -0.2 0.2
H -0.1 -0.2 0.3
H 0.0 0.0 0.1
H 0.0 -0.1 0.1
H -0.1 -0.3 0.3
H 0.0 -0.2 0.1
H -0.1 0.1 -0.2
H -0.4 0.0 -0.1
H -0.1 -0.1 0.0
H 0.0 -0.3 -0.1
H 0.1 -0.4 -0.2
H 0.0 0.0 -0.2
H 0.1 0.2 -0.1
H 0.2 0.3 0.3
H 0.2 0.0 0.3

Calculated values
Electronic energy in eV: -72114.0455
Total charge: 0
Orbital gap (alpha / beta) in eV: 7.782 / 8.360
Multiplicity: 3